Record 1
The following is a DFT calculation (the ωB97M-V functional and the def2-TZVPD basis) of a cluster of 3 separate species, C2H4ClNO3 in total in a non-equilibrium geometry.

```
! wB97M-V def2-TZVPD RIJCOSX def2/J DEFGRID3
* xyz 0 3
C 2.758 0.599 0.164
C -1.251 -0.979 -0.541
N -2.072 -1.265 0.421
O 3.065 0.020 1.087
O 2.421 1.154 -0.772
O -0.341 1.418 -0.445
Cl 0.445 -1.481 -0.020
H 0.621 1.435 -0.496
H -3.031 -0.848 0.447
H -1.790 -1.706 1.390
H -0.823 1.652 -1.235
*
```

The frontier orbital gap (spin up / spin down) is 6.5707 / 9.0926 eV.

These are the Löwdin partial charges, in e, on atoms 1 to 5: C -0.504; C -0.486; N -0.128; O 0.223; O 0.194

Record 2
The following is a DFT calculation (the ωB97M-V functional and the def2-TZVPD basis) of a structure of composition C28H53O2PPrSe2Si2 in a non-equilibrium geometry.

```
! wB97M-V def2-TZVPD RIJCOSX def2/J DEFGRID3
* xyz 1 3
O 1.413 1.858 1.157
O 1.485 4.161 -2.139
C 0.570 2.953 1.689
C 0.831 3.145 3.164
H -0.471 2.677 1.473
H 0.787 3.844 1.090
H 0.573 2.238 3.727
H 0.204 3.966 3.521
H 1.872 3.426 3.353
C 2.746 2.209 0.670
C 2.987 3.692 0.636
H 2.827 1.767 -0.334
H 3.446 1.688 1.328
H 2.396 4.154 -0.161
H 4.041 3.880 0.421
H 2.748 4.151 1.602
C 2.061 3.222 -3.071
C 0.637 5.113 -2.784
C 3.547 3.389 -3.240
H 1.553 3.375 -4.040
H 1.811 2.204 -2.749
H 3.817 4.366 -3.635
H 3.858 2.627 -3.963
H 4.092 3.259 -2.304
C 1.430 6.270 -3.346
H -0.114 5.460 -2.079
H 0.068 4.636 -3.598
H 2.217 6.599 -2.652
H 0.723 7.085 -3.530
H 1.910 5.994 -4.292
H -1.293 2.854 -2.830
Pr 0.397 -0.264 0.856
C -1.408 2.166 -1.987
Si -3.136 1.634 -2.531
H -1.360 2.680 -1.013
H -0.657 1.347 -1.973
C -3.965 3.302 -2.156
C -3.814 0.136 -1.601
C -2.619 1.358 -4.342
C 1.641 -0.592 2.828
Si 3.093 -1.383 1.935
H 1.103 -1.246 3.540
H 1.956 0.327 3.352
C 4.653 -0.545 2.538
C 3.127 -1.107 0.039
C 3.127 -3.219 2.267
H -1.607 1.770 -4.483
H -3.290 1.874 -5.038
H -2.562 0.291 -4.586
H -4.109 3.403 -1.069
H -4.932 3.387 -2.669
H -3.304 4.128 -2.473
H -4.009 0.375 -0.545
H -3.080 -0.685 -1.603
H -4.755 -0.239 -2.044
H 3.883 -0.340 -0.180
H 2.234 -0.865 -0.580
H 3.487 -2.064 -0.364
H 4.083 -3.633 1.923
H 2.314 -3.750 1.748
H 3.034 -3.413 3.344
H 5.470 -1.273 2.505
H 4.520 -0.195 3.568
H 4.924 0.310 1.913
Se -2.369 -1.167 1.342
P -1.656 -3.241 0.927
Se 0.272 -3.044 -0.132
C -1.540 -4.127 2.525
C -0.602 -3.686 3.474
C -0.582 -4.243 4.745
C -1.463 -5.282 5.074
C -2.372 -5.755 4.111
C -2.420 -5.167 2.847
C -2.674 -4.372 -0.074
C -2.179 -5.659 -0.339
C -2.956 -6.573 -1.059
C -4.223 -6.181 -1.523
C -4.683 -4.886 -1.302
C -3.910 -3.965 -0.594
H 0.111 -2.908 3.191
H 0.125 -3.874 5.491
H -1.435 -5.730 6.061
H -3.038 -6.580 4.347
H -3.140 -5.538 2.111
H -1.176 -5.949 0.013
H -2.576 -7.576 -1.257
H -4.830 -6.902 -2.069
H -5.650 -4.586 -1.691
H -4.243 -2.946 -0.422
*
```

The frontier orbital gap (spin up / spin down) is 8.2585 / 8.3452 eV.

These are the Löwdin partial charges, in e, on atoms 1 to 5: O -0.375; O -0.205; C -0.204; C -0.040; H 0.123